ORCA calculation (ωB97M-V/def2-TZVPD) on a molecular structure, C3H7N at a distorted geometry.

Geometry as XYZ:
```
11
Properties=species:S:1:pos:R:3:forces:R:3
C -0.901 -0.829 0.623 1.04 -0.41 -0.10
C -0.355 0.540 0.335 0.18 -0.58 -1.48
C 0.722 0.746 -0.619 3.29 -0.30 1.22
N 1.524 -0.136 -1.144 0.55 1.16 -0.06
H -0.733 -1.149 1.639 -0.23 0.04 0.46
H -1.938 -0.927 0.327 -0.25 0.11 0.33
H -0.316 -1.521 0.015 -0.07 -0.11 -0.13
H -0.511 1.382 1.013 -0.93 0.16 -0.83
H 0.887 1.824 -0.832 -0.74 -0.17 -0.47
H 2.204 -0.473 -0.459 -0.88 -0.98 -0.15
H -0.582 0.543 -0.898 -1.98 1.08 1.20
```
Positions in Å, forces in eV/Å.

Properties
Strongest force on any atom ... 3.5 eV Å⁻¹
E_HOMO ... -0.2861 Eh
HOMO-LUMO gap ... 0.3152 Ha